No. 1
C5H9Cl | ωB97M-V with the def2-TZVPD basis set

Structure (ORCA input):
```
! RIJCOSX wB97M-V def2-TZVPD def2/J DEFGRID3
* xyz 0 1
Cl -0.0080 0.9404 2.6491
C 0.0670 0.6354 -0.9088
C -1.3346 0.4664 -1.4724
C 0.1772 -0.4400 1.6355
C 0.2536 -0.4406 0.1425
C 1.5208 -0.5893 0.9293
H 1.8982 -1.6036 1.0417
H 0.1464 1.6128 -0.4013
H 2.1664 0.2270 1.0498
H -1.4585 1.3590 -2.1818
H -2.1012 0.4419 -0.7144
H -0.2485 -1.3100 2.2025
H -0.2904 -1.3496 -0.1679
H 0.8106 0.4484 -1.6512
H -1.5989 -0.3981 -2.1526
*
```

**Structure (SMILES)**: CC[C@H]1C[C@H]1Cl
**Energy relative to the best compared isomer or geometry (same formula, charge and spin)**: 1.2988 eV
**Maximum force**: 3.1 eV/A
**E_LUMO**: 1.0411 eV
**Energy**: -17852.032 eV
**Highest occupied orbital energy**: -9.6 eV
**Orbital gap**: 10.62 eV

Here are the Mulliken charges for atoms 1 to 6, given in e:
1. Cl -0.216
2. C -0.182
3. C -1.203
4. C -0.084
5. C -0.175
6. C -0.828

No. 2
C5H9Cl | ωB97M-V with the def2-TZVPD basis set

Structure (ORCA input):
```
! RIJCOSX wB97M-V def2-TZVPD def2/J DEFGRID3
* xyz 0 1
Cl 0.8125 -2.5832 1.3640
C -0.6754 -0.9526 -0.4024
C 0.2942 0.0540 1.0443
C -0.5220 -1.2615 0.9303
C 0.6226 1.4336 -1.0738
C -0.1718 0.5423 -0.2535
H 0.2111 1.4267 -2.1022
H -1.8022 -1.1293 -0.6796
H 1.5411 1.1046 -1.3512
H -1.2965 -1.4020 1.8857
H -1.0419 1.2904 -0.2974
H -0.0330 -1.6630 -0.9492
H 1.3361 -0.1938 0.7250
H 0.1722 0.7950 2.0361
H 0.5530 2.5387 -0.8761
*
```

**Energy relative to the best compared isomer or geometry (same formula, charge and spin)**: 3.5351 eV
**Maximum force**: 9.8 eV/A
**E_LUMO**: 0.9153 eV
**Energy**: -17849.796 eV
**Highest occupied orbital energy**: -10.0 eV
**Orbital gap**: 10.96 eV

Here are the Mulliken charges for atoms 1 to 6, given in e:
1. Cl -0.275
2. C -0.592
3. C -0.648
4. C 0.103
5. C -1.563
6. C 0.287